A cluster of 2 separate species, C4H14N2O in total at a distorted geometry, computed with ωB97M-V/def2-TZVPD.

```
21
Properties=species:S:1:pos:R:3:forces:R:3:lowdin_charge:R:1
C -2.29080 0.98524 -1.97750 -1.239 1.644 1.966 -0.134
N -1.92195 0.12297 -0.84859 -0.565 -0.471 -0.998 -0.149
C -1.18896 0.69425 0.22843 2.879 1.523 -1.435 -0.238
C 0.24633 0.03297 0.43536 -2.725 1.033 1.218 -0.241
N 0.05482 -1.31108 0.93043 2.252 -0.802 -2.854 -0.105
C 1.32597 -2.06001 0.71329 -1.513 -2.903 -2.154 -0.133
H -1.41657 1.60535 -2.17965 -0.105 0.043 -0.169 0.063
H -2.53727 0.44652 -2.88273 -0.212 -0.249 0.030 0.057
H -3.17997 1.74160 -1.67123 1.720 -1.509 -0.932 0.112
H -2.67580 -0.43049 -0.46684 -0.098 0.068 -0.499 0.102
H -1.76734 0.65564 1.12360 -0.071 -0.096 1.035 0.097
H -0.91767 1.79473 0.04492 -0.792 -1.192 0.112 0.127
H 0.72319 0.77274 1.10575 0.379 -0.593 0.312 0.100
H 0.87343 -0.08605 -0.39805 0.286 0.557 -1.810 0.082
H 0.01142 -1.22009 1.85411 -0.940 0.225 4.990 0.034
H 1.36213 -3.12201 1.21716 -0.369 2.160 -0.797 0.107
H 2.26736 -1.57260 0.90775 0.275 0.576 0.355 0.045
H 1.23710 -2.25486 -0.42267 0.808 -0.025 1.640 0.101
H 3.19228 0.61297 0.15082 0.010 -0.255 -0.420 0.009
H 2.97481 1.36126 1.40047 -0.698 0.340 0.989 0.003
O 3.62751 1.23096 0.73518 0.719 -0.076 -0.580 -0.039
```
Positions in Å, forces in eV/Å.

Properties
Energy above the lowest of the compared OMol25 structures with the same formula, charge and spin (kJ/mol): 272.5
HOMO (eV): -8.43
Orbital gap (eV): 9.29
Structure (SMILES): CNCCNC.O